Model one:
Molecular formula: C5H7NO2
Method: DFT, the ωB97M-V functional and the def2-TZVPD basis

Results
- Total charge: 0
- HOMO-LUMO gap: 9.744 eV
- LUMO: -0.11 eV
- HOMO energy: -0.36201 Ha

Geometry as XYZ:
```
15
Properties=species:S:1:pos:R:3:lowdin_charge:R:1
C 1.57 -0.97 -0.09 -0.022
C 0.36 0.03 -0.08 -0.614
C -1.04 -0.31 0.62 -0.055
C -1.46 1.15 0.95 -0.103
C -0.05 0.21 -1.43 -0.137
H 1.06 -2.04 -0.04 0.105
H 2.48 -0.98 0.93 0.178
H 2.18 -0.59 -1.17 0.142
H -0.98 -0.91 1.52 0.106
H -1.72 -0.89 0.03 0.099
H -2.43 1.61 1.43 0.153
H 0.95 0.31 -1.98 0.120
N -0.46 1.95 1.05 0.115
O 0.72 1.27 0.44 -0.082
O -1.17 0.16 -2.18 -0.007
```

Model two:
Molecular formula: C5H7NO2
Method: DFT, the ωB97M-V functional and the def2-TZVPD basis

Results
- Total charge: 0
- HOMO-LUMO gap: 11.078 eV
- LUMO: 0.68 eV
- HOMO energy: -0.38200 Ha

Geometry as XYZ:
```
15
Properties=species:S:1:pos:R:3:lowdin_charge:R:1
C -0.06 0.30 -1.26 -0.011
C 0.74 -0.03 0.00 -0.448
C -0.06 0.30 1.26 -0.011
C 1.27 -1.42 0.00 -0.084
N 2.54 -1.48 0.00 0.103
O 3.07 -0.20 0.00 0.040
C 2.07 0.72 0.00 -0.434
O 2.27 1.90 0.00 0.155
H -0.26 1.37 -1.29 0.095
H -1.01 -0.24 -1.26 0.088
H 0.50 0.03 -2.16 0.096
H -0.26 1.37 1.29 0.095
H 0.50 0.03 2.16 0.096
H -1.01 -0.24 1.26 0.088
H 0.69 -2.32 0.00 0.131
```

Least stable structure: model one

Model one:
Molecular formula: C5H7NO2
Method: DFT, the ωB97M-V functional and the def2-TZVPD basis

Results
- Total charge: 0
- HOMO-LUMO gap (alpha / beta): 6.954 / 7.030 eV
- LUMO (alpha / beta): 0.56 / 0.60 eV
- HOMO energy (alpha / beta): -0.23501 / -0.23637 Ha

Geometry as XYZ:
```
15
Properties=species:S:1:pos:R:3:lowdin_charge:R:1
C -0.03 -0.47 -0.96 -0.531
C -1.08 -0.07 0.69 -0.064
N 1.73 1.02 0.88 0.120
C -0.47 0.92 -0.15 -0.215
C 0.86 1.42 -0.08 -0.145
C -1.41 -1.19 1.25 -0.002
O -0.83 -0.53 -2.08 0.073
O 0.85 -1.28 -0.74 0.031
H -0.60 -1.36 -2.52 0.123
H 2.72 0.96 0.70 0.106
H 1.41 0.29 1.51 0.104
H -1.15 1.53 -0.72 0.150
H 1.18 2.16 -0.80 0.130
H -1.88 -1.22 2.24 0.052
H -1.31 -2.17 0.77 0.070
```

Model two:
Molecular formula: C5H7NO2
Method: DFT, the ωB97M-V functional and the def2-TZVPD basis

Results
- Total charge: 0
- HOMO-LUMO gap: 9.611 eV
- LUMO: 0.82 eV
- HOMO energy: -0.32313 Ha

Geometry as XYZ:
```
15
Properties=species:S:1:pos:R:3:lowdin_charge:R:1
C -1.96 -1.26 -0.52 0.131
C -1.10 -0.42 -0.34 -0.119
C -0.17 0.63 -0.06 -0.424
N -0.45 2.00 -0.06 0.079
C 1.39 0.18 -0.42 -0.174
O 1.62 -0.90 -1.26 -0.009
C 0.81 0.05 1.00 -0.256
O 0.45 -1.20 1.45 -0.068
H -2.55 -2.23 -0.74 0.100
H -0.77 2.34 -0.96 0.094
H -1.18 2.15 0.69 0.120
H 1.96 1.05 -0.66 0.135
H 1.30 -1.66 -0.66 0.129
H 1.13 0.76 1.65 0.117
H -0.49 -1.49 0.90 0.145
```

Model three:
Molecular formula: C5H7NO2
Method: DFT, the ωB97M-V functional and the def2-TZVPD basis

Results
- Total charge: 0
- HOMO-LUMO gap: 10.724 eV
- LUMO: 1.10 eV
- HOMO energy: -0.35356 Ha

Geometry as XYZ:
```
15
Properties=species:S:1:pos:R:3:lowdin_charge:R:1
C 3.25 -0.14 0.28 -0.028
N 2.19 0.07 -0.39 -0.018
O 1.00 -0.25 0.32 -0.091
C -0.04 -0.17 -0.62 -0.363
C -0.88 1.08 -0.27 -0.026
C -2.00 0.70 0.24 -0.096
C -2.13 -0.79 0.23 -0.148
O -0.88 -1.27 -0.34 -0.051
H 4.22 -0.26 -0.28 0.082
H 3.23 -0.32 1.38 0.090
H 0.40 -0.25 -1.65 0.156
H -0.57 2.17 -0.42 0.139
H -2.56 1.51 0.69 0.116
H -2.97 -0.98 -0.41 0.112
H -2.25 -1.10 1.27 0.127
```

Least stable structure: model one

Model one:
Molecular formula: C5H7NO2
Method: DFT, the ωB97M-V functional and the def2-TZVPD basis

Results
- Total charge: 0
- HOMO-LUMO gap (alpha / beta): 7.582 / 7.583 eV
- LUMO (alpha / beta): -0.36 / -0.36 eV
- HOMO energy (alpha / beta): -0.29179 / -0.29181 Ha

Geometry as XYZ:
```
15
Properties=species:S:1:pos:R:3:lowdin_charge:R:1
C 0.05 -1.54 0.92 -0.033
C 0.02 -0.89 -0.45 -0.379
C -1.26 0.65 -0.35 -0.279
C 0.91 1.06 -0.41 -0.218
C -0.36 1.66 -0.24 -0.045
O 1.91 1.46 0.41 0.058
N -2.39 0.20 -0.07 0.150
O 0.17 -1.49 -1.48 0.056
H 2.77 1.17 0.07 0.117
H -2.72 -0.55 -0.67 0.075
H 1.23 0.68 -1.38 0.133
H -0.56 2.71 -0.10 0.112
H -0.61 -2.41 0.93 0.086
H 1.07 -1.89 1.10 0.087
H -0.23 -0.84 1.71 0.081
```

Model two:
Molecular formula: C5H7NO2
Method: DFT, the ωB97M-V functional and the def2-TZVPD basis

Results
- Total charge: 0
- HOMO-LUMO gap: 8.731 eV
- LUMO: -0.02 eV
- HOMO energy: -0.32159 Ha

Geometry as XYZ:
```
15
Properties=species:S:1:pos:R:3:lowdin_charge:R:1
C -1.87 -1.64 -0.57 0.029
C -1.68 -0.35 -0.44 -0.102
C -1.48 0.89 -0.19 -0.231
N -1.62 2.10 -0.03 0.163
H -1.04 -2.32 -0.70 0.058
H -2.86 -2.07 -0.57 0.059
H -0.76 2.65 0.00 0.058
C 1.48 -0.15 1.25 0.020
C 1.30 0.51 -0.09 -0.592
O 1.30 1.69 -0.30 0.070
O 1.37 -0.40 -1.10 0.073
H 0.52 -0.55 1.57 0.084
H 2.18 -0.98 1.16 0.089
H 1.83 0.57 1.98 0.091
H 1.33 0.05 -1.96 0.130
```

Model three:
Molecular formula: C5H7NO2
Method: DFT, the ωB97M-V functional and the def2-TZVPD basis

Results
- Total charge: 0
- HOMO-LUMO gap: 9.141 eV
- LUMO: 0.77 eV
- HOMO energy: -0.30751 Ha

Geometry as XYZ:
```
15
Properties=species:S:1:pos:R:3:lowdin_charge:R:1
C 1.06 -1.82 -0.48 0.105
C 0.29 -0.73 -0.42 -0.257
C -0.99 -0.51 0.22 -0.105
C -1.24 0.39 1.18 -0.210
N -0.39 1.28 1.78 0.061
C 0.68 0.50 -1.21 -0.498
O 1.81 0.96 -1.23 0.087
O -0.27 0.92 -2.07 0.115
H 0.78 -2.73 0.04 0.074
H 2.00 -1.80 -1.02 0.079
H -1.78 -1.18 -0.09 0.112
H -2.25 0.44 1.59 0.114
H 0.58 1.32 1.48 0.092
H -0.43 1.31 2.79 0.096
H 0.15 1.66 -2.55 0.136
```

Model four:
Molecular formula: C5H7NO2
Method: DFT, the ωB97M-V functional and the def2-TZVPD basis

Results
- Total charge: 0
- HOMO-LUMO gap: 9.732 eV
- LUMO: 0.38 eV
- HOMO energy: -0.34384 Ha

Geometry as XYZ:
```
15
Properties=species:S:1:pos:R:3:lowdin_charge:R:1
C 0.22 -0.13 0.05 -0.414
C 0.90 0.16 -1.29 -0.019
C 0.94 0.44 1.27 -0.016
N -2.02 -0.61 -0.42 0.120
C -0.24 -1.46 0.23 -0.083
C -1.40 0.48 -0.09 -0.548
O -0.29 -2.56 0.57 0.266
O -1.58 1.62 0.29 0.059
H -3.03 -0.52 -0.45 0.081
H 1.92 -0.21 -1.30 0.087
H 0.34 -0.27 -2.12 0.092
H 0.91 1.25 -1.42 0.098
H 0.48 0.12 2.21 0.096
H 2.00 0.16 1.27 0.088
H 0.84 1.53 1.21 0.095
```

Least stable structure: model one